[1]
{
  "formula": "C2H3NO2S2",
  "method": "ωB97M-V/def2-TZVPD",
  "species": ["C", "C", "N", "O", "O", "S", "S", "H", "H", "H"],
  "xyz": [[-0.5030, 0.9014, 0.6111], [1.6007, -0.0063, -0.0485], [-1.4949, 0.5438, -0.0316], [-2.6720, 0.8116, 0.1237], [-1.1921, -0.2018, -1.2405], [1.2893, -1.6759, 0.1567], [2.7730, 1.0211, -0.2246], [-0.4311, 1.3596, 1.6084], [2.5913, -2.0343, 0.4469], [-1.9613, -0.7192, -1.4016]],
  "gap_ev": [7.617, 7.607],
  "largest_force_ev_per_a": 5.9,
  "charge": 0,
  "homo_energy_ev": [-8.62, -8.61],
  "de_lowest_kj_mol": 698.6
}

***

[2]
{
  "formula": "C28H28CoIN2O4PSe3Te2",
  "method": "ωB97M-V/def2-TZVPD",
  "species": ["Co", "Se", "Se", "Te", "Se", "N", "N", "C", "O", "O", "H", "H", "H", "Te", "C", "C", "C", "C", "C", "C", "C", "C", "C", "C", "C", "C", "H", "H", "H", "H", "H", "H", "H", "H", "H", "H", "C", "P", "C", "C", "C", "C", "C", "C", "C", "H", "H", "H", "H", "H", "H", "H", "H", "H", "H", "H", "I", "C", "C", "C", "C", "C", "C", "C", "O", "O", "H", "H", "H", "H"],
  "xyz": [[-0.3410, 0.1305, -0.2082], [2.4370, 0.7109, 1.5893], [2.9644, 0.7662, 3.7857], [0.0092, 2.9043, 3.3282], [0.4731, 1.8779, 1.1314], [-1.2057, -1.4032, -1.8193], [-2.5841, -1.0789, -1.8290], [-3.1775, -0.4006, -0.7080], [-4.3921, -0.5210, -0.6257], [-2.4020, 0.2483, 0.0242], [-0.7757, -1.1131, -2.7024], [-1.0550, -2.4090, -1.7034], [-3.2093, -1.7434, -2.2771], [2.0856, 0.7656, -1.2020], [2.1086, 0.3859, -3.2550], [2.3915, -0.8747, -3.7432], [2.4296, -1.1093, -5.1051], [2.1452, -0.0806, -5.9885], [1.8559, 1.1848, -5.5040], [1.8549, 1.4140, -4.1408], [4.1581, 0.0860, -1.1980], [5.0758, 1.1232, -1.3099], [6.4197, 0.8774, -1.5080], [6.8628, -0.4304, -1.6085], [5.9657, -1.4753, -1.4763], [4.6239, -1.2163, -1.2610], [2.6010, -1.6795, -3.0483], [2.6895, -2.0955, -5.4764], [2.1520, -0.2649, -7.0557], [1.6475, 1.9998, -6.1884], [1.6527, 2.4042, -3.7584], [4.7187, 2.1485, -1.2419], [7.1113, 1.7049, -1.6017], [7.9117, -0.6342, -1.7747], [6.3110, -2.4986, -1.5551], [3.9374, -2.0461, -1.1381], [-1.6775, -2.6512, 1.4171], [-0.3185, -1.4117, 1.4533], [-0.5457, -0.8200, 3.1628], [1.1422, -2.4978, 1.5436], [1.5006, -3.1086, 0.3408], [2.6404, -3.8827, 0.2474], [3.4706, -4.0149, 1.3510], [3.1447, -3.3780, 2.5375], [1.9870, -2.6280, 2.6434], [-1.6109, -3.2763, 2.3094], [-1.6515, -3.2791, 0.5282], [-2.6128, -2.0913, 1.4192], [-0.7262, -1.6552, 3.8438], [-1.4001, -0.1381, 3.1646], [0.3431, -0.2627, 3.4759], [0.8689, -2.9498, -0.5309], [2.8920, -4.3676, -0.6898], [4.3777, -4.5992, 1.2798], [3.8055, -3.4444, 3.3895], [1.7741, -2.1251, 3.5738], [-4.6525, 4.7592, -6.1701], [-3.2780, 4.0428, -4.7148], [-2.2540, 4.8758, -4.2987], [-1.3135, 4.3740, -3.4245], [-1.4001, 3.0584, -2.9759], [-2.4467, 2.2423, -3.4027], [-3.3948, 2.7350, -4.2768], [-0.3021, 2.5096, -2.1327], [0.5937, 3.2470, -1.6995], [-0.3025, 1.2442, -1.9816], [-2.1834, 5.8935, -4.6573], [-0.4888, 4.9824, -3.0813], [-2.5093, 1.2239, -3.0438], [-4.2041, 2.1011, -4.6128]],
  "gap_ev": [4.506, 4.434],
  "largest_force_ev_per_a": 2.7,
  "charge": -2,
  "homo_energy_ev": [-1.23, -1.15],
  "de_lowest_kj_mol": 293.9,
  "s_squared": 3.79,
  "spin_multiplicity": 4
}

***

[3]
{
  "formula": "C3H4ClFINO4S",
  "method": "ωB97M-V/def2-TZVPD",
  "species": ["O", "C", "F", "N", "C", "O", "S", "I", "C", "O", "O", "H", "H", "H", "H", "Cl"],
  "xyz": [[3.1088, 0.2152, -1.4719], [3.4449, 0.1491, -0.3515], [4.7483, -0.1219, -0.0790], [2.6362, 0.3449, 0.7872], [1.2936, 0.7908, 0.4393], [0.9777, 1.8662, 0.7459], [0.1043, -0.3372, -0.4307], [0.7835, -2.6136, 0.0956], [-1.6030, -0.1790, 0.3318], [-2.1721, 1.0628, 0.1280], [-3.0977, 0.9220, -0.9123], [2.6128, -0.4733, 1.4017], [-2.2552, -0.9238, -0.2108], [-1.5375, -0.4806, 1.4029], [-3.9389, 0.4861, -0.5022], [-5.1056, -0.7077, -1.3738]],
  "gap_ev": 3.659,
  "largest_force_ev_per_a": 2.7,
  "charge": 0,
  "homo_energy_ev": -7.59
}

***

[4]
{
  "formula": "C3H12FHfN6O3",
  "method": "ωB97M-V/def2-TZVPD",
  "species": ["Hf", "F", "C", "O", "N", "N", "H", "H", "H", "H", "C", "O", "N", "N", "H", "H", "H", "H", "C", "O", "N", "N", "H", "H", "H", "H"],
  "xyz": [[2.1935, 2.4211, -0.3787], [1.7619, 0.3172, -0.8603], [-1.2270, 1.9197, -0.9782], [0.0042, 2.2194, -0.6848], [-1.5496, 1.3292, -2.1198], [-2.1526, 2.0856, -0.0300], [-2.5244, 1.0752, -2.2094], [-0.8910, 1.0849, -2.8418], [-3.1122, 1.8098, -0.1984], [-1.9310, 2.0742, 0.9512], [0.5502, -3.1619, -1.4780], [0.0494, -4.2498, -1.7111], [-0.1091, -1.9999, -1.7595], [1.7737, -2.9991, -0.8605], [-1.0807, -2.0679, -2.0135], [0.3174, -1.0922, -1.6751], [2.0432, -2.0312, -0.8807], [2.3720, -3.7648, -0.5984], [0.7532, 0.9047, 2.2711], [1.5170, 1.6930, 1.5967], [0.7932, -0.4303, 2.1557], [-0.1530, 1.3609, 3.1402], [1.3908, -0.8312, 1.4493], [0.4104, -0.9203, 2.9512], [-0.9702, 0.8889, 3.5027], [-0.2292, 2.3647, 3.2602]],
  "gap_ev": 2.339,
  "largest_force_ev_per_a": 11.3,
  "charge": 3,
  "homo_energy_ev": -17.54,
  "de_lowest_kj_mol": 112.3
}

***

[5]
{
  "formula": "C2H7ClNPS",
  "method": "ωB97M-V/def2-TZVPD",
  "species": ["C", "C", "N", "P", "S", "Cl", "H", "H", "H", "H", "H", "H", "H"],
  "xyz": [[1.6114, -0.4427, -0.5583], [0.2548, -1.0672, -0.2754], [-1.6947, 1.1359, -0.4059], [-1.0175, 0.0438, 0.6215], [-2.4127, -0.8112, 1.5992], [0.7939, 2.0836, 1.7357], [2.4404, -1.0769, -0.3854], [1.5063, -0.0528, -1.5542], [1.7192, 0.3753, 0.1175], [0.4766, -1.6754, 0.6536], [-0.1420, -1.8924, -0.9935], [-1.0808, 1.9160, -0.7028], [-2.4551, 1.4640, 0.1480]],
  "gap_ev": 7.589,
  "largest_force_ev_per_a": 3.4,
  "charge": 0,
  "homo_energy_ev": -9.71,
  "de_lowest_kj_mol": 176.8
}

***

[6]
{
  "formula": "C6H9N",
  "method": "ωB97M-V/def2-TZVPD",
  "species": ["C", "C", "C", "C", "C", "C", "N", "H", "H", "H", "H", "H", "H", "H", "H", "H"],
  "xyz": [[0.4868, 1.7702, -0.3893], [-0.7063, 0.7673, -0.1555], [-0.7857, -0.6488, 0.6067], [0.3990, -0.9514, 1.4913], [-0.7530, -0.8970, -0.8365], [0.4632, -1.1623, -1.5326], [1.4597, -1.1935, -2.1234], [0.7588, 1.8506, -1.4578], [0.1173, 2.7755, -0.1062], [1.4239, 1.6484, 0.1695], [-1.5554, 1.3124, -0.5833], [-1.7390, -0.9720, 1.0508], [1.3309, -0.8331, 0.9316], [0.3449, -0.2012, 2.2786], [0.4113, -1.9452, 1.9593], [-1.6563, -1.3201, -1.3031]],
  "gap_ev": 10.146,
  "smiles": "C[C@@H]1[C@H](C)[C@@H]1C#N",
  "largest_force_ev_per_a": 2.6,
  "charge": 0,
  "homo_energy_ev": -9.27,
  "de_lowest_kj_mol": 227.5
}

***

[7]
{
  "formula": "C21H26N2O6S2",
  "method": "ωB97M-V/def2-TZVPD",
  "species": ["C", "C", "O", "C", "O", "C", "C", "C", "N", "C", "O", "C", "O", "C", "C", "C", "C", "N", "C", "S", "O", "O", "C", "C", "C", "C", "S", "C", "C", "C", "C", "H", "H", "H", "H", "H", "H", "H", "H", "H", "H", "H", "H", "H", "H", "H", "H", "H", "H", "H", "H", "H", "H", "H", "H", "H", "H"],
  "xyz": [[1.9602, -0.6194, 5.9712], [2.2965, 0.6431, 5.1908], [1.6170, 0.6759, 3.9332], [2.1681, -0.0030, 2.9230], [3.2087, -0.6007, 3.0038], [1.3032, 0.1124, 1.6772], [1.9731, -0.5249, 0.4584], [1.9964, -2.0523, 0.5718], [0.6634, -2.5607, 0.8035], [-0.0893, -3.3052, -0.0226], [-1.2139, -3.6772, 0.2713], [0.5179, -3.7317, -1.3663], [1.1267, -2.7080, -2.1218], [0.3669, -1.6531, -2.5383], [-0.9913, -1.4974, -2.2962], [-1.6502, -0.3674, -2.7536], [-0.9755, 0.6148, -3.4685], [-1.6137, 1.7748, -3.9496], [-3.0426, 1.7562, -4.1589], [-1.0602, 3.2325, -3.3335], [0.3668, 3.2564, -3.3564], [-1.7854, 4.2800, -3.9812], [-1.5819, 3.1583, -1.6396], [-2.7042, 3.6913, -1.0849], [-2.8396, 3.3502, 0.2784], [-1.8249, 2.5579, 0.7161], [-0.6805, 2.2135, -0.5256], [0.3844, 0.4447, -3.7264], [1.0460, -0.6682, -3.2591], [0.0748, -2.0519, 2.0254], [-0.0664, -0.5344, 1.9274], [2.4304, -0.5784, 6.9492], [2.3297, -1.4941, 5.4417], [0.8839, -0.7095, 6.0981], [1.9563, 1.5359, 5.7189], [3.3748, 0.7022, 5.0118], [1.1579, 1.1827, 1.4964], [2.9985, -0.1658, 0.3709], [1.4240, -0.2308, -0.4380], [2.4217, -2.4818, -0.3319], [2.6223, -2.3352, 1.4247], [1.3095, -4.4659, -1.1859], [-0.2838, -4.2182, -1.9361], [-1.5525, -2.2364, -1.7482], [-2.7038, -0.2678, -2.5443], [-3.3033, 0.8919, -4.7674], [-3.6109, 1.7301, -3.2217], [-3.2925, 2.6702, -4.6928], [-3.3818, 4.3142, -1.6388], [-3.6526, 3.6814, 0.8984], [-1.6788, 2.1579, 1.6995], [0.9119, 1.2026, -4.2794], [2.0985, -0.8050, -3.4491], [-0.8998, -2.5270, 2.1504], [0.7200, -2.3225, 2.8679], [-0.5043, -0.1424, 2.8456], [-0.7259, -0.2949, 1.0909]],
  "gap_ev": 8.880,
  "smiles": "CCOC(=O)C1CCN(C(=O)COc2ccc(N(C)S(=O)(=O)c3cccs3)cc2)CC1",
  "largest_force_ev_per_a": 1.1,
  "charge": 0,
  "homo_energy_ev": -8.41,
  "de_lowest_kj_mol": 0.0
}

***

[8]
{
  "formula": "C2H6O2S",
  "method": "ωB97M-V/def2-TZVPD",
  "species": ["O", "C", "O", "H", "H", "C", "S", "H", "H", "H", "H"],
  "xyz": [[2.0132, 0.9818, 1.4543], [1.7182, 0.1043, 2.2202], [0.5117, -0.6853, 2.0661], [2.4270, -0.2670, 3.0682], [0.0989, -0.2575, 1.2549], [-1.8870, 0.8576, -1.4266], [-0.9145, -0.6347, -2.0378], [-1.0667, 1.5393, -1.1309], [-2.5501, 1.3468, -2.2382], [-2.6039, 0.8061, -0.5317], [-0.8605, -1.1555, -0.7431]],
  "gap_ev": 9.843,
  "smiles": "O=CO.CS",
  "largest_force_ev_per_a": 3.2,
  "charge": 0,
  "homo_energy_ev": -9.29,
  "de_lowest_kj_mol": 93.8
}